ORCA calculation (ωB97M-V/def2-TZVPD) on 2 unconnected molecules or ions with the total composition C4H12NOS at a distorted geometry.

Geometry as XYZ:
```
19
Properties=species:S:1:pos:R:3:forces:R:3:lowdin_charge:R:1
S -1.472008 -2.677546 0.207565 -0.14 0.34 -0.21 0.19
O -2.304052 -1.332518 -2.695497 0.09 0.04 -0.53 -0.16
N 1.488490 0.145030 0.763008 -0.85 -0.10 -0.31 -0.11
C -0.644663 -1.228912 0.957450 0.72 -0.71 0.50 -0.75
C 0.751510 -1.021268 0.335907 -0.86 -0.38 -0.83 -0.36
C -0.010852 2.059606 0.229030 -0.39 -0.50 -0.95 -0.11
C 1.356691 1.421882 0.048287 0.44 -1.25 1.86 -0.29
H -1.171859 -0.278981 1.001738 -0.41 -0.02 -0.35 0.02
H -0.254330 2.099726 1.287421 -0.08 0.15 0.00 0.07
H -0.492893 -1.519386 2.002886 0.11 0.26 0.11 0.02
H -1.878415 -1.958270 -2.067678 -0.23 0.37 0.42 -0.09
H 2.253584 0.031992 1.387151 0.32 0.01 0.07 0.08
H 1.242392 -1.995145 0.432303 0.54 0.32 0.46 0.08
H -0.099166 3.029329 -0.261141 0.29 0.29 0.23 0.06
H 1.649915 1.259532 -0.990805 0.01 0.54 -0.19 0.10
H 2.053734 1.997573 0.653655 0.46 0.73 -0.80 0.10
H -0.761061 1.453168 -0.287043 -0.05 -0.11 0.27 0.06
H 0.604726 -1.004957 -0.759126 -0.04 0.39 0.06 0.09
H -2.311743 -0.480854 -2.245113 0.07 -0.37 0.19 0.00
```
Forces are in eV/Å.

Output
**E_LUMO**: 3.6 eV
**HOMO level**: -2.68 eV
**Frontier orbital gap**: 0.230 hartree
**Net charge**: -1